This record from the OMol25 dataset describes one molecule with the formula C8H15BO2. The level of theory is ωB97M-V/def2-TZVPD.

Element x y z (Å)
C  -2.0204  -2.0006  -0.8760
C  -2.8149  -1.0939  0.0128
C  -2.4151  0.0930  0.4827
C  -3.3282  0.9740  1.2992
O  -1.2160  0.6464  0.2544
B  0.2134  -0.2590  0.7895
O  -0.1069  -1.2807  1.5477
C  1.6391  0.1470  0.3689
C  1.8912  1.3902  -0.4398
C  2.6238  -0.6860  0.7406
C  4.0803  -0.5346  0.4604
H  -2.5024  -2.0714  -1.8524
H  -1.0118  -1.6180  -1.0221
H  -1.9631  -3.0085  -0.4617
H  -3.8274  -1.4096  0.2243
H  -4.3554  0.6234  1.2556
H  -3.2779  1.9907  0.9158
H  -3.0017  0.9959  2.3412
H  -1.0479  -1.4736  1.6475
H  2.2209  2.2037  0.2072
H  2.6482  1.2209  -1.2008
H  0.9674  1.6976  -0.9195
H  2.3569  -1.5730  1.3033
H  4.6583  -0.8152  1.3392
H  4.3351  0.4838  0.1809
H  4.3746  -1.2047  -0.3497

Summary:
- Spin multiplicity: 1
- Maximum force: 0.08513 hartree/bohr
- HOMO: -0.306 Ha
- Gap between HOMO and LUMO: 8.98 eV
- Calculated total energy: -13311.50405 eV
- Energy above the lowest of the compared OMol25 structures with the same formula, charge and spin: 28.7 kcal/mol

Atomic partial charges in e from the natural (NBO) method, atoms 1 to 6: -0.640, -0.335, 0.328, -0.652, -0.733, 1.197